No. 1
This record from the OMol25 dataset describes a molecular structure, C22H50N3P3SeTl. The level of theory is ωB97M-V/def2-TZVPD.

The value obtained for the relative energy (zero: lowest compared OMol25 entry of this formula, charge and spin) is 72.91 kcal/mol. The value obtained for the orbital gap (alpha / beta) is 4.10 / 3.68 eV. Its net charge is +3.

Each line ends with the Löwdin charge.
Positions of all 80 atoms, in Å:
Tl -0.75 1.51 -1.90  0.845
P 0.06 -0.82 2.45  0.843
P 2.03 1.42 1.05  0.860
P -0.93 -2.19 -0.39  0.807
H 4.18 0.40 -6.61  0.072
C 3.20 0.18 -7.07  -0.093
C 2.10 0.91 -6.78  -0.081
H 2.23 1.81 -6.15  0.054
C 1.36 -1.89 3.19  -0.249
C -0.01 0.48 3.74  -0.262
C -1.42 -1.80 3.01  -0.249
C 2.84 1.99 -0.49  -0.263
C 1.98 3.04 1.95  -0.226
C 3.54 0.74 1.90  -0.263
C -0.78 -2.48 -2.18  -0.251
C -2.72 -2.52 -0.24  -0.235
C -0.34 -3.85 0.14  -0.256
H 3.13 -0.69 -7.74  0.070
H 1.12 0.64 -7.19  0.061
H 1.13 -2.06 4.25  0.079
H 2.33 -1.41 3.09  0.021
H 1.34 -2.84 2.65  0.040
H -0.37 0.05 4.69  0.073
H -0.72 1.26 3.40  0.032
H 0.99 0.92 3.89  0.033
H -1.43 -1.82 4.12  0.077
H -1.34 -2.83 2.62  0.033
H -2.33 -1.29 2.64  0.018
H 3.57 2.76 -0.21  0.079
H 2.10 2.42 -1.17  0.008
H 3.36 1.16 -0.97  0.033
H 3.02 3.38 2.10  0.076
H 1.49 2.92 2.93  0.045
H 1.42 3.78 1.36  0.057
H 4.29 1.54 1.91  0.070
H 3.92 -0.13 1.36  0.011
H 3.30 0.46 2.93  0.045
H -1.26 -3.44 -2.41  0.081
H 0.27 -2.53 -2.48  0.044
H -1.29 -1.68 -2.74  0.038
H -2.93 -3.51 -0.65  0.080
H -3.28 -1.75 -0.79  0.044
H -2.98 -2.48 0.83  0.038
H -0.94 -4.59 -0.41  0.073
H -0.48 -3.99 1.22  0.037
H 0.73 -3.96 -0.10  0.019
C 3.16 -1.85 -1.96  -0.552
C 2.98 -0.85 -2.90  -0.139
C 3.42 -1.07 -4.20  -0.059
C 4.14 -2.22 -4.55  -0.021
C 4.43 -3.16 -3.55  -0.032
C 3.93 -2.98 -2.26  -0.094
Se 2.30 -1.67 -0.26  0.936
H 1.26 -0.92 -0.94  -0.176
H 2.47 0.08 -2.63  0.067
H 3.18 -0.36 -4.98  0.045
H 4.45 -2.39 -5.60  0.134
H 5.07 -4.02 -3.78  0.129
H 4.13 -3.71 -1.48  0.112
C -2.52 4.44 1.48  -0.028
N -3.40 3.28 1.61  -0.113
C -4.76 3.59 2.02  -0.009
C -2.96 2.02 1.36  -0.427
N -1.76 1.78 0.83  -0.006
N -3.85 0.94 1.58  -0.209
C -4.29 0.56 2.93  -0.052
C -4.72 0.60 0.46  -0.059
H -3.14 5.33 1.39  0.102
H -1.90 4.38 0.58  0.082
H -1.84 4.54 2.34  0.109
H -5.46 2.93 1.49  0.086
H -4.90 3.46 3.10  0.102
H -4.99 4.63 1.79  0.104
H -1.13 2.55 1.05  -0.018
H -4.99 1.30 3.34  0.081
H -4.81 -0.41 2.89  0.104
H -3.41 0.46 3.59  0.080
H -4.10 0.45 -0.44  0.068
H -5.27 -0.33 0.66  0.103
H -5.45 1.40 0.29  0.083

=====

No. 2
This record from the OMol25 dataset describes 19 unconnected molecules or ions with the total composition C70H114O51S3. The level of theory is ωB97M-V/def2-TZVPD.

The value obtained for the orbital gap is 8.78 eV.

Each line ends with the Löwdin charge.
Positions of all 238 atoms, in Å:
C -5.40 -0.99 2.92  0.013
C -4.41 -1.32 4.06  -0.269
C -3.59 -0.25 4.69  -0.073
O -3.81 -0.38 6.11  0.088
C -4.82 -1.26 6.26  -0.628
O -5.42 -1.44 7.32  0.114
O -5.17 -1.80 5.18  0.123
H -4.90 -0.44 2.12  0.073
H -6.22 -0.39 3.30  0.092
H -5.85 -1.85 2.42  0.073
H -3.77 -2.13 3.70  0.126
H -3.90 0.76 4.40  0.124
H -2.55 -0.35 4.36  0.109
C 8.15 -1.44 1.68  -0.018
C 8.24 -1.56 0.14  -0.284
C 8.51 -3.05 -0.28  -0.101
O 7.65 -3.18 -1.37  0.070
C 6.62 -2.27 -1.32  -0.490
O 5.68 -2.27 -2.07  0.143
O 6.92 -1.34 -0.36  0.044
H 7.75 -0.48 1.99  0.054
H 9.16 -1.37 2.09  0.095
H 7.51 -2.21 2.11  0.093
H 8.94 -0.84 -0.26  0.155
H 8.23 -3.58 0.63  0.125
H 9.58 -3.13 -0.46  0.143
C -1.90 2.17 -6.83  -0.003
C -1.88 3.49 -6.07  -0.275
C -2.80 4.58 -6.66  -0.108
O -3.45 5.11 -5.55  0.082
C -3.12 4.31 -4.50  -0.565
O -3.46 4.58 -3.35  0.120
O -2.58 3.20 -4.87  0.105
H -1.59 1.33 -6.21  0.073
H -1.31 2.20 -7.74  0.093
H -2.93 1.90 -7.10  0.089
H -0.85 3.80 -5.91  0.139
H -3.53 4.10 -7.31  0.133
H -2.29 5.34 -7.25  0.136
C -6.52 -3.52 -0.68  0.010
C -5.07 -4.04 -0.49  -0.348
C -3.91 -3.12 -0.73  -0.112
O -3.08 -3.27 0.38  0.048
C -3.73 -4.10 1.32  -0.458
O -3.21 -4.46 2.34  0.137
O -4.95 -4.48 0.81  0.081
H -6.77 -3.46 -1.74  0.068
H -6.62 -2.52 -0.23  0.076
H -7.31 -4.08 -0.17  0.084
H -4.99 -4.93 -1.12  0.127
H -4.17 -2.06 -0.78  0.133
H -3.45 -3.49 -1.65  0.121
C 1.97 -4.54 1.75  -0.006
C 1.91 -3.59 0.53  -0.299
C 2.65 -3.96 -0.79  -0.087
O 1.71 -3.78 -1.78  0.075
C 0.51 -3.64 -1.27  -0.586
O -0.49 -3.57 -1.93  0.156
O 0.59 -3.56 0.07  0.082
H 2.15 -5.54 1.33  0.079
H 1.09 -4.45 2.39  0.093
H 2.89 -4.30 2.27  0.074
H 2.19 -2.66 1.02  0.124
H 3.03 -4.98 -0.84  0.139
H 3.49 -3.27 -0.90  0.118
C -0.92 4.12 -0.34  0.008
C -0.35 3.88 1.09  -0.306
C -0.47 5.06 2.06  -0.080
O -1.71 4.80 2.68  0.059
C -1.94 3.47 2.56  -0.529
O -2.68 2.85 3.29  0.145
O -1.09 2.85 1.71  0.079
H -0.87 3.30 -1.05  0.077
H -0.47 5.00 -0.79  0.085
H -1.98 4.37 -0.29  0.074
H 0.69 3.57 0.95  0.118
H -0.52 6.00 1.52  0.142
H 0.29 5.07 2.84  0.129
C 2.20 0.60 -4.58  -0.003
C 2.73 -0.77 -5.17  -0.295
C 1.87 -2.00 -4.78  -0.072
O 1.61 -2.63 -6.04  0.059
C 2.08 -1.81 -7.03  -0.494
O 2.05 -2.18 -8.21  0.109
O 2.60 -0.67 -6.54  0.077
H 2.35 0.70 -3.50  0.057
H 1.12 0.68 -4.71  0.076
H 2.64 1.49 -5.03  0.067
H 3.78 -1.03 -5.06  0.145
H 0.99 -1.67 -4.22  0.111
H 2.38 -2.71 -4.12  0.124
C -5.02 1.60 -2.34  0.020
C -4.58 0.25 -3.03  -0.253
C -4.61 0.27 -4.53  -0.095
O -3.31 -0.05 -4.92  0.064
C -2.50 -0.07 -3.88  -0.552
O -1.29 -0.25 -3.94  0.105
O -3.19 0.05 -2.74  0.069
H -4.65 1.67 -1.32  0.059
H -6.08 1.73 -2.16  0.090
H -4.47 2.43 -2.80  0.060
H -5.11 -0.62 -2.65  0.138
H -4.80 1.25 -4.97  0.128
H -5.35 -0.37 -5.02  0.132
C -4.67 5.89 0.89  0.016
C -5.04 4.81 1.96  -0.320
C -6.49 4.80 2.42  -0.095
O -6.83 3.47 2.19  0.076
C -5.93 2.85 1.38  -0.492
O -6.04 1.75 0.79  0.085
O -4.86 3.59 1.35  0.084
H -4.77 6.87 1.35  0.086
H -5.12 5.83 -0.11  0.097
H -3.59 5.80 0.79  0.056
H -4.45 4.76 2.87  0.145
H -7.06 5.44 1.74  0.130
H -6.68 5.12 3.45  0.142
C 1.06 -0.01 -0.98  0.039
C 0.08 0.29 0.20  -0.303
C -1.40 0.16 -0.04  -0.058
O -1.85 -0.28 1.22  0.107
C -0.86 -0.89 1.82  -0.555
O -1.03 -1.57 2.83  0.119
O 0.29 -0.63 1.22  0.085
H 2.09 0.18 -0.69  0.076
H 0.78 0.70 -1.76  0.078
H 0.87 -0.99 -1.43  0.077
H 0.51 1.15 0.70  0.117
H -1.67 -0.41 -0.93  0.126
H -1.96 1.08 -0.22  0.133
C -1.63 -3.60 -5.59  0.009
C -3.09 -4.24 -5.53  -0.264
C -3.37 -5.12 -4.29  -0.101
O -4.41 -4.45 -3.66  0.058
C -4.90 -3.49 -4.44  -0.488
O -5.92 -2.81 -4.15  0.084
O -4.12 -3.27 -5.51  0.094
H -1.61 -2.81 -6.35  0.079
H -0.82 -4.28 -5.86  0.082
H -1.38 -3.09 -4.66  0.060
H -3.24 -4.86 -6.41  0.143
H -2.59 -5.11 -3.53  0.121
H -3.53 -6.16 -4.59  0.137
C 6.05 1.77 0.90  0.007
C 4.89 0.86 0.91  -0.345
C 4.80 0.00 2.14  -0.115
O 3.63 0.46 2.75  0.040
C 2.96 1.41 1.96  -0.459
O 1.92 2.01 2.22  0.114
O 3.73 1.63 0.92  0.095
H 6.97 1.26 1.17  0.077
H 5.94 2.53 1.67  0.103
H 6.17 2.27 -0.06  0.065
H 4.89 0.22 0.02  0.135
H 5.58 0.07 2.89  0.143
H 4.70 -1.05 1.88  0.128
C 1.06 2.84 5.77  0.008
C 2.40 3.09 6.55  -0.289
C 2.43 2.52 7.97  -0.121
O 3.65 1.87 8.07  0.086
C 4.14 1.65 6.83  -0.471
O 5.16 0.96 6.56  0.084
O 3.45 2.39 5.92  0.066
H 0.32 3.61 5.98  0.086
H 0.61 1.85 5.72  0.080
H 1.31 3.05 4.73  0.057
H 2.66 4.14 6.62  0.150
H 1.57 1.88 8.17  0.136
H 2.38 3.36 8.67  0.137
C 2.59 -2.14 4.16  0.002
C 1.98 -1.10 5.09  -0.303
C 0.57 -1.33 5.46  -0.104
O 0.59 -1.21 6.85  0.097
C 1.80 -1.22 7.34  -0.634
O 2.08 -1.05 8.49  0.158
O 2.60 -1.31 6.33  0.108
H 2.48 -1.76 3.15  0.063
H 2.11 -3.12 4.27  0.084
H 3.66 -2.17 4.37  0.098
H 2.18 -0.06 4.85  0.146
H 0.28 -2.36 5.25  0.113
H -0.14 -0.59 5.11  0.131
C 3.96 6.62 -5.12  0.009
C 2.43 6.27 -4.96  -0.303
C 1.97 5.30 -5.97  -0.132
O 1.50 4.18 -5.27  0.072
C 1.73 4.35 -3.97  -0.494
O 1.64 3.41 -3.19  0.121
O 2.32 5.58 -3.74  0.068
H 4.01 7.41 -5.88  0.085
H 4.59 5.77 -5.38  0.061
H 4.46 7.04 -4.25  0.087
H 1.80 7.16 -4.96  0.158
H 2.74 5.05 -6.70  0.139
H 1.20 5.74 -6.61  0.136
C -1.49 -4.93 5.50  0.010
C -3.05 -4.88 5.41  -0.310
C -3.74 -6.23 5.44  -0.081
O -4.67 -6.10 6.51  0.081
C -4.58 -4.91 7.12  -0.483
O -5.27 -4.45 8.04  0.119
O -3.54 -4.21 6.55  0.058
H -1.08 -5.69 4.83  0.071
H -1.02 -5.26 6.43  0.088
H -1.05 -3.97 5.25  0.053
H -3.47 -4.30 4.59  0.116
H -3.02 -7.04 5.62  0.127
H -4.18 -6.44 4.46  0.128
C 5.51 1.15 -3.20  -0.211
S 5.73 3.01 -3.12  0.827
O 6.94 3.29 -2.24  -0.562
C 6.24 3.32 -4.84  -0.260
H 6.50 0.69 -3.17  0.057
H 4.98 0.84 -4.10  0.029
H 4.94 0.76 -2.36  0.033
H 6.49 4.37 -4.90  0.040
H 5.47 3.01 -5.55  0.052
H 7.19 2.84 -5.07  0.059
C -3.71 -8.26 0.80  -0.240
S -2.57 -7.94 -0.63  0.886
O -3.40 -6.99 -1.51  -0.588
C -1.33 -6.91 0.30  -0.237
H -4.08 -7.37 1.30  0.048
H -3.08 -8.75 1.54  0.038
H -4.51 -8.97 0.57  0.053
H -0.57 -6.50 -0.36  0.039
H -0.81 -7.57 1.00  0.048
H -1.74 -6.05 0.82  0.042
C 3.82 4.90 -0.64  -0.240
S 4.22 6.32 0.46  0.844
O 3.22 7.42 0.15  -0.588
C 3.84 5.64 2.15  -0.233
H 2.86 4.45 -0.37  0.049
H 4.68 4.24 -0.74  0.012
H 3.65 5.32 -1.63  0.025
H 4.13 6.31 2.96  0.053
H 4.53 4.81 2.25  0.025
H 2.91 5.07 2.21  0.032

=====

No. 3
This record from the OMol25 dataset describes a molecular structure, C18H21IrN5O4P. The level of theory is ωB97M-V/def2-TZVPD.

The value obtained for the relative energy (zero: lowest compared OMol25 entry of this formula, charge and spin) is 60.65 kcal/mol. The value obtained for the orbital gap (alpha / beta) is 5.53 / 5.60 eV. Its net charge is +2.

Each line ends with the Löwdin charge.
Positions of all 50 atoms, in Å:
Ir 0.17 0.46 0.37  1.461
O 0.99 2.01 3.83  0.228
C 1.07 1.51 2.77  -0.455
O 0.01 1.54 1.87  -0.218
C 2.28 0.84 2.19  -0.178
C 3.44 0.71 2.93  0.052
C 4.53 0.14 2.31  0.066
C 4.47 -0.20 0.95  -0.118
C 5.60 -0.69 0.25  0.006
C 5.53 -0.90 -1.10  -0.028
C 4.33 -0.63 -1.80  -0.027
C 3.22 -0.20 -1.15  -0.038
C 3.25 -0.01 0.25  -0.178
N 2.15 0.44 0.93  -0.016
H 3.46 1.06 3.95  0.143
H 5.45 -0.01 2.86  0.142
H 6.52 -0.85 0.79  0.132
H 6.39 -1.26 -1.64  0.124
H 4.32 -0.75 -2.88  0.121
H 2.31 0.06 -1.69  0.087
C -0.65 -3.53 -4.30  -0.132
N -0.48 -2.10 -4.60  -0.128
C -1.76 -1.52 -4.96  -0.122
N -2.74 -1.74 -3.87  -0.128
C -2.91 -3.20 -3.64  -0.123
N -1.65 -3.79 -3.26  -0.132
C -1.25 -3.35 -1.93  -0.204
P -0.98 -1.52 -1.99  1.126
C 0.10 -1.37 -3.48  -0.220
C -2.78 -0.88 -2.81  -0.135
H 0.31 -3.95 -3.99  0.147
H -0.97 -4.03 -5.22  0.145
H -2.15 -2.01 -5.85  0.148
H -1.67 -0.45 -5.15  0.144
H -3.26 -3.63 -4.58  0.148
H -3.67 -3.36 -2.87  0.144
H -0.32 -3.82 -1.60  0.108
H -2.03 -3.59 -1.22  0.117
H 1.07 -1.78 -3.20  0.108
H 0.22 -0.32 -3.74  0.116
H -2.64 0.17 -3.03  0.109
H -3.52 -1.09 -2.05  0.104
C -4.22 1.69 0.65  0.009
C -2.90 1.17 0.35  -0.130
N -1.84 0.78 0.14  0.016
H -4.98 0.98 0.34  0.105
H -4.36 2.64 0.15  0.112
H -4.29 1.84 1.73  0.117
O 0.13 -1.11 -0.75  -0.683
O 1.09 -2.13 -0.67  -0.189

=====

No. 4
This record from the OMol25 dataset describes C13H11NO in the gas phase. The level of theory is ωB97M-V/def2-TZVPD.

The value obtained for the relative energy (zero: lowest compared OMol25 entry of this formula, charge and spin) is 18.91 kcal/mol. The value obtained for the orbital gap (alpha / beta) is 7.11 / 7.12 eV.

Each line ends with the Löwdin charge.
Positions of all 26 atoms, in Å:
C 0.24 0.16 -3.60  -0.052
C 1.51 0.02 -3.05  -0.104
C -0.85 0.24 -2.75  0.018
C 1.73 -0.11 -1.74  -0.028
C -0.63 0.18 -1.36  -0.085
C 0.63 -0.04 -0.82  -0.135
C -0.84 -1.20 2.09  -0.007
C 0.25 -1.35 1.34  -0.038
C -1.71 0.24 -0.35  -0.476
C -1.48 0.11 2.03  -0.405
C -2.20 0.57 3.05  0.107
C 0.83 -0.26 0.59  -0.125
C 1.91 0.53 1.29  0.026
N -1.31 0.74 0.83  0.171
O -2.86 -0.06 -0.65  0.067
H -0.01 0.48 -4.57  0.091
H 2.28 -0.20 -3.77  0.104
H -1.93 0.33 -2.95  0.131
H 2.80 -0.27 -1.48  0.132
H -0.97 -1.73 3.05  0.129
H 0.95 -2.15 1.57  0.129
H -2.50 1.58 2.98  0.059
H -2.22 0.17 4.02  0.046
H 2.74 -0.05 1.50  0.079
H 1.44 0.80 2.15  0.071
H 2.20 1.29 0.59  0.097